18
Properties=species:S:1:pos:R:3:forces:R:3:lowdin_charge:R:1 method="wB97M-V/def2-TZVPD" fmax_ha_per_bohr=0.07240 energy_ev=-34578.7627
C -1.69690 0.22857 1.20881 3.1 2.0 0.6 -0.098
C -0.06030 0.41705 0.99293 -1.4 -1.0 1.5 -0.254
C 0.01943 0.13230 -0.47591 1.2 2.3 -1.5 -0.369
C 1.42339 0.06231 -1.09130 0.9 -2.7 -1.0 -0.592
O 1.67831 3.30589 -1.16626 0.7 0.1 0.1 -0.741
P 1.70394 0.65105 -2.79330 -1.1 0.9 -0.2 0.776
S 1.18657 4.48152 -0.43903 -0.9 -0.3 0.1 0.409
I -1.18846 3.94150 -0.09280 0.3 0.4 0.1 0.427
H -2.14049 0.40179 0.23046 -0.4 0.0 0.4 0.049
H -1.94266 0.99688 1.94953 -0.7 -0.4 -0.2 0.052
H -1.84324 -0.75830 1.57934 -0.4 -0.7 0.2 0.049
H 0.32553 1.47941 1.21612 -0.7 -1.7 -0.2 0.081
H 0.47578 -0.34202 1.69237 -0.7 1.3 -1.3 0.124
H -0.46744 1.05877 -0.91694 0.7 -0.7 0.2 0.043
H -0.68455 -0.57898 -0.85468 0.1 -1.2 0.1 0.096
H 2.15581 0.62798 -0.55504 0.4 0.4 0.9 0.032
H 1.92293 -0.98586 -1.22896 -1.2 1.3 1.1 0.073
H 0.73086 1.69357 -2.54610 0.4 -0.3 -0.8 -0.157